48
Properties=species:S:1:pos:R:3:mulliken_charge:R:1 method="wB97M-V/def2-TZVPD" e_homo_ev=-8.6656 lumo_ev=0.323 multiplicity=1 max_force_ev_per_a=1.04 homo_lumo_gap_ev=8.989
O -1.8503 -0.2530 0.9246 -0.595
C -2.6183 0.5503 0.4497 0.594
N -3.9295 0.3021 0.1270 -0.125
C -4.6458 -0.8796 0.2789 0.054
C -4.0995 -2.0509 0.7968 -0.364
C -4.8733 -3.1899 0.9201 -0.775
C -6.2017 -3.1883 0.5318 -0.430
C -6.7632 -2.0332 0.0143 -0.553
C -5.9900 -0.8957 -0.1080 0.657
Cl -6.7140 0.5492 -0.7606 -0.288
H -7.7973 -2.0127 -0.2933 0.400
H -6.8039 -4.0779 0.6286 0.379
H -4.4302 -4.0868 1.3244 0.367
H -3.0661 -2.0495 1.1001 0.514
H -4.4785 1.0505 -0.2798 0.236
N -2.2494 1.8424 0.1234 -0.223
C -1.0218 2.3983 0.5035 0.418
C -0.7786 3.5165 1.2781 -0.909
C 0.6145 3.6288 1.2908 -0.479
N 1.1708 2.6667 0.5836 -1.170
N 0.1780 1.9252 0.0973 1.137
C 0.4689 0.7831 -0.7401 0.059
H -0.4833 0.4425 -1.1548 0.282
C 1.0943 -0.3461 0.0918 -1.167
C 2.5988 -0.1516 0.2221 -0.712
N 3.2212 -0.2590 -1.0837 0.154
C 4.5129 -0.5507 -1.3294 0.359
O 4.9467 -0.6469 -2.4717 -0.729
C 5.4365 -0.7648 -0.1860 0.104
C 6.6736 -1.3177 -0.3860 -0.165
S 7.5568 -1.3911 1.0753 -0.144
C 6.1915 -0.6554 1.8640 -0.192
N 5.1972 -0.3990 1.1031 -0.343
H 6.2092 -0.4444 2.9145 0.460
H 7.0804 -1.6693 -1.3117 0.463
C 2.3774 0.0649 -2.2188 -1.018
C 1.4359 1.2050 -1.8586 -0.924
H 0.8858 1.5228 -2.7447 0.406
H 2.0271 2.0479 -1.4977 0.394
H 3.0378 0.3474 -3.0425 0.566
H 1.8086 -0.8183 -2.5342 0.223
H 2.8001 0.8329 0.6595 0.312
H 3.0154 -0.9106 0.8851 0.718
H 0.6328 -0.3607 1.0781 0.527
H 0.8817 -1.3038 -0.3831 0.334
H 1.2223 4.3612 1.7828 0.469
H -1.4992 4.1473 1.7566 0.427
H -2.9822 2.5218 -0.0215 0.293

***

16
Properties=species:S:1:pos:R:3:mulliken_charge:R:1 method="wB97M-V/def2-TZVPD" e_homo_ev=-2.3317 de_lowest_kj_mol=613.3 lumo_ev=3.925 multiplicity=1 max_force_ev_per_a=3.91 homo_lumo_gap_ev=6.257 charge=-1
C 0.8642 -0.7134 1.3147 -0.880
C 1.2523 -0.2783 -1.1108 -1.064
C 0.2880 1.4849 0.2190 -0.982
C 0.8248 0.0667 0.2622 0.761
N -1.8918 -0.6932 -0.9676 -0.368
O -2.1598 -1.5485 0.1361 -0.390
Cl -3.2632 0.6182 -0.9756 -0.439
H 1.0389 -1.7612 1.2192 0.324
H 0.4966 -0.1929 2.2721 0.268
H -1.8872 -1.1168 1.0161 0.267
H 1.5837 0.5588 -1.8304 0.291
H 0.2658 -0.8681 -1.5821 0.199
H 2.1215 -0.9925 -0.9049 0.305
H 0.0622 1.9733 1.2974 0.249
H 1.1120 2.1524 -0.1552 0.336
H -0.7081 1.3108 -0.2103 0.123

***

30
Properties=species:S:1:pos:R:3:mulliken_charge:R:1 method="wB97M-V/def2-TZVPD" e_homo_ev=-9.1379 de_lowest_kj_mol=213.6 lumo_ev=-1.534 multiplicity=1 max_force_ev_per_a=3.66 homo_lumo_gap_ev=7.604
C 1.2021 1.8727 -1.0210 -1.446
C -0.0647 -1.4691 -1.3316 -1.567
C 0.6846 -2.4954 0.8958 -2.036
C 2.2843 -1.2010 -0.6483 -1.848
C 0.5349 0.0637 0.6691 -1.932
C -0.2019 2.3396 1.0299 -1.708
C 0.1600 1.2818 -0.1253 0.858
C 0.8680 -1.3392 -0.0531 2.417
P -5.1604 1.3674 0.1474 0.255
S -5.4269 0.1079 -1.3559 -0.250
S -4.3924 0.1278 1.6337 -0.169
H 0.7474 2.0981 -1.9572 0.272
H 2.0459 1.2426 -1.2109 0.318
H 1.5833 2.7977 -0.5895 0.428
H 0.4078 -2.1193 -2.1262 0.359
H -1.0928 -1.9258 -1.1111 0.320
H -0.2503 -0.4663 -1.6651 0.375
H 1.5908 -2.5485 1.4898 0.408
H -0.1479 -2.3940 1.5919 0.412
H 0.4964 -3.3986 0.4871 0.533
H 3.1672 -0.9221 -0.0575 0.305
H 2.4775 -2.3023 -0.8345 0.482
H 2.3814 -0.6474 -1.6240 0.376
H -0.1751 -0.1819 1.4179 0.468
H 1.4400 0.2190 1.1374 0.471
H -0.6633 3.2075 0.6102 0.399
H -0.8885 1.9164 1.7166 0.385
H -0.8095 1.2260 -0.7351 0.520
H 0.8125 2.4767 1.4364 0.446
H -3.6102 1.0659 2.1831 0.150

***

112
Properties=species:S:1:pos:R:3:mulliken_charge:R:1 method="wB97M-V/def2-TZVPD" e_homo_ev=-1.6551 de_lowest_kj_mol=108.8 lumo_ev=3.935 multiplicity=1 max_force_ev_per_a=1.71 homo_lumo_gap_ev=5.590 charge=-2
Ba -1.0340 -0.0827 0.2310 1.841
C -4.6231 2.5677 -0.1308 -1.142
N -3.4549 2.6040 0.7127 1.284
C -3.8135 2.5225 2.1196 -0.588
C -2.4131 3.4878 0.3705 -1.200
C -2.6094 4.5245 -0.5396 0.033
C -1.5715 5.3580 -0.9437 -0.746
C -0.3007 5.1482 -0.4365 -1.023
C -0.0764 4.1111 0.4551 -0.082
C -1.1027 3.2559 0.8863 0.620
N -0.8597 2.1236 1.6384 0.850
C -0.0210 2.1367 2.7013 -0.279
C 0.4319 3.3273 3.3344 -0.941
C 1.3310 3.3130 4.3817 -0.849
C 1.8087 2.1113 4.8875 -1.064
C 1.2665 0.9324 4.3861 -0.359
C 0.3527 0.9176 3.3471 0.030
N -0.3850 -0.2828 3.0052 1.564
C 0.3695 -1.5247 3.0647 -1.455
C -1.5366 -0.3604 3.9052 -1.348
H -5.2980 3.4274 0.0311 0.349
H -5.1780 1.6554 0.0958 0.130
H -4.3345 2.5361 -1.1814 0.329
H -4.4348 3.3825 2.4279 0.249
H -2.9155 2.5013 2.7261 -0.095
H -4.3696 1.6031 2.2980 0.086
H -3.5982 4.6996 -0.9456 0.333
H -1.7595 6.1440 -1.6653 0.347
H 0.5259 5.7762 -0.7506 0.365
H 0.9318 3.8980 0.7881 0.473
H 0.0420 4.2734 2.9844 0.477
H 1.6544 4.2522 4.8205 0.362
H 2.5489 2.0807 5.6779 0.407
H 1.5692 -0.0043 4.8402 0.187
H 0.7305 -1.7701 4.0765 0.384
H 1.2101 -1.4701 2.3764 0.574
H -0.2820 -2.3433 2.7466 0.289
H -1.2166 -0.4281 4.9582 0.244
H -2.1459 -1.2266 3.6556 0.493
H -2.1584 0.5233 3.7867 0.103
Cl -8.8631 -3.6343 2.6335 -0.298
C -7.3502 -2.7934 2.3626 0.238
C -6.7907 -2.0536 3.4119 -0.647
C -5.5998 -1.4116 3.2195 0.474
Cl -4.9472 -0.4841 4.5405 -0.226
C -4.8387 -1.4523 1.9768 -0.795
O -3.7279 -0.9050 1.8427 0.129
C -5.5148 -2.1851 0.9250 1.289
C -4.9575 -2.2387 -0.4162 -0.613
O -4.0012 -1.6439 -0.8599 -0.494
C -6.7271 -2.8461 1.1454 -0.853
H -7.2967 -1.9832 4.3651 0.422
H -5.5383 -2.9165 -1.0915 0.127
H -7.1815 -3.3953 0.3271 0.315
I -1.7408 1.9197 -2.7838 0.250
C -1.2158 0.3164 -4.1031 0.318
C -1.0850 0.6807 -5.4162 -0.604
C -0.8091 -0.2979 -6.3900 -0.651
C -0.7036 -1.6070 -6.0158 -0.884
C -0.8333 -1.9908 -4.6595 1.408
C -0.7306 -3.3509 -4.2921 -1.014
C -0.8413 -3.7066 -2.9754 -0.767
C -1.0373 -2.7249 -1.9866 -0.968
C -1.1646 -1.3706 -2.2472 0.549
C -1.0755 -1.0154 -3.6311 -0.574
H -1.2068 1.7138 -5.7144 0.348
H -0.7049 -0.0021 -7.4279 0.365
H -0.5135 -2.3807 -6.7542 0.318
H -0.5693 -4.0955 -5.0654 0.265
H -0.7640 -4.7533 -2.6904 0.339
H -1.0861 -3.0720 -0.9504 0.234
C 2.0555 0.9799 -2.6463 -2.067
C 3.0126 -0.1908 -2.3815 2.836
C 4.4138 0.1575 -2.8814 -2.077
C 2.4547 -1.3669 -3.2033 -1.553
P 2.7698 -0.7057 -0.5272 -1.034
N 1.3258 -0.6896 -0.0597 -0.453
C 3.9461 0.4777 0.4644 2.941
C 3.5395 0.3700 1.9354 -1.777
C 5.4584 0.3133 0.3352 -2.223
C 3.5517 1.8986 0.0337 -2.138
C 3.5868 -2.4763 -0.3933 2.440
C 2.5190 -3.4814 -0.8609 -1.700
C 4.9055 -2.7308 -1.1213 -1.923
C 3.8022 -2.7424 1.1002 -2.027
H 1.8658 1.0742 -3.7206 0.641
H 2.4310 1.9375 -2.2881 0.262
H 1.1047 0.7775 -2.1494 0.171
H 4.3838 0.2427 -3.9742 0.493
H 5.1496 -0.6071 -2.6281 0.265
H 4.7630 1.1141 -2.4882 0.332
H 2.1811 -1.0300 -4.2089 0.725
H 1.5503 -1.7571 -2.7316 -0.107
H 3.1804 -2.1734 -3.3147 0.220
H 3.9648 -0.4976 2.4399 0.205
H 2.4562 0.3127 1.9895 0.018
H 3.8508 1.2621 2.4889 0.658
H 5.7966 -0.6548 0.7075 0.339
H 5.9479 1.0872 0.9385 0.520
H 5.7975 0.4242 -0.6964 0.281
H 2.4632 1.9811 -0.0101 0.187
H 3.9687 2.1665 -0.9375 0.269
H 3.9156 2.6275 0.7660 0.725
H 2.5924 -3.7078 -1.9239 0.289
H 1.5239 -3.0737 -0.6640 0.112
H 2.6154 -4.4271 -0.3150 0.510
H 4.7984 -2.6524 -2.2028 0.300
H 5.2482 -3.7494 -0.8990 0.506
H 5.6904 -2.0416 -0.8053 0.246
H 2.8922 -2.5114 1.6552 0.326
H 4.6233 -2.1573 1.5143 0.321
H 4.0388 -3.8007 1.2621 0.706